C2H3N2O2P | ωB97M-V/def2-TZVPD

Last column: Löwdin charge in e.
Positions of all 10 atoms, in Å:
C1 0.76534 -0.33305 1.06629  -0.284
P1 -0.67450 -0.72163 0.10158  0.994
C2 -1.31660 0.96124 0.36506  -0.386
N1 -1.71060 2.03934 0.57065  0.107
N2 -0.26564 -0.41529 -1.54933  -0.636
O1 -0.97671 -0.08068 -2.45543  0.065
O2 0.84970 -0.84157 -1.71145  0.000
H1 1.26891 0.34524 0.33335  0.072
H2 0.53976 0.07449 1.99570  0.034
H3 1.52033 -1.02808 1.28357  0.035

Forces on the atoms, in the same order (eV/Å):
1.8 0.9 -2.7
-2.8 0.1 2.4
-1.1 1.3 0.2
0.7 -1.8 -0.3
0.5 0.0 -2.0
-1.0 0.6 0.3
2.2 -0.7 -0.4
0.0 0.2 1.3
-0.8 1.3 1.3
0.5 -1.8 -0.2

ΔE to the lowest compared entry with this formula, charge and spin (kJ/mol): 447.3
SMILES: CP(C#N)[N+](=O)[O-]
E_tot (Eh): -679.213880
Lowest unoccupied orbital energy (eV): -0.6
Gap between HOMO and LUMO (eV): 10.254

C34H64N4O12S5 | ωB97M-V/def2-TZVPD

Last column: Löwdin charge in e.
Positions of all 119 atoms, in Å:
O1 -8.21640 17.38276 -8.68725  -0.366
S1 -7.16544 17.30613 -9.74992  0.739
O2 -6.34305 18.48344 -10.09054  -0.355
C1 -6.10679 15.80685 -9.56217  -0.194
C2 -6.57848 14.83247 -10.69152  -0.192
C3 -6.95486 15.77768 -11.85115  -0.256
C4 -7.95941 16.76435 -11.29988  -0.240
H1 -6.24487 15.42926 -8.54903  0.096
H2 -5.09397 16.18058 -9.71261  0.098
H3 -5.81530 14.14413 -11.05466  0.109
H4 -7.47997 14.25073 -10.49917  0.116
H5 -7.34043 15.21774 -12.70315  0.115
H6 -6.13626 16.36208 -12.27121  0.116
H7 -8.90671 16.29155 -11.04069  0.103
H8 -8.24312 17.58483 -11.95898  0.109
O3 -13.48128 12.07830 -7.81047  -0.321
S2 -14.56960 12.97927 -7.61453  0.657
O4 -14.87623 14.01905 -8.53725  -0.325
C5 -16.12328 12.08424 -7.20155  -0.218
C6 -16.75328 12.70995 -5.94273  -0.212
C7 -15.94874 13.90673 -5.39716  -0.191
C8 -14.47652 13.77385 -5.90506  -0.193
H9 -15.76465 11.06308 -7.07214  0.089
H10 -16.70992 11.94442 -8.10951  0.101
H11 -17.79946 12.91728 -6.16773  0.106
H12 -16.94533 11.90291 -5.23571  0.105
H13 -15.98126 14.03622 -4.31537  0.110
H14 -16.27452 14.83490 -5.86671  0.108
H15 -13.95583 12.91337 -5.48486  0.084
H16 -13.82200 14.64537 -5.91796  0.102
O5 -14.26095 6.98120 -13.45831  -0.344
S3 -14.37569 5.52836 -13.46235  0.693
O6 -15.39496 4.89559 -12.67322  -0.323
C9 -14.52656 5.03695 -15.24487  -0.215
C10 -13.85463 3.64763 -15.31592  -0.198
C11 -12.51757 3.85366 -14.52331  -0.246
C12 -12.79728 4.56766 -13.23035  -0.220
H17 -13.93078 5.71039 -15.86100  0.100
H18 -15.57663 5.17230 -15.50398  0.101
H19 -14.42424 2.87556 -14.79865  0.112
H20 -13.58782 3.38447 -16.33947  0.109
H21 -11.89972 4.51257 -15.13339  0.108
H22 -11.92121 2.96962 -14.29767  0.116
H23 -11.97775 5.18465 -12.86184  0.105
H24 -12.95752 3.70376 -12.58528  0.102
O7 -4.35368 -2.46119 -3.35278  -0.354
S4 -5.17907 -1.26218 -3.60045  0.719
O8 -6.50773 -1.28813 -4.16550  -0.331
C13 -5.28829 -0.39166 -1.99252  -0.238
C14 -4.09587 0.55214 -1.97264  -0.231
C15 -3.99411 1.17007 -3.39645  -0.216
C16 -4.03373 0.00761 -4.34541  -0.217
H25 -5.48641 -1.11677 -1.20317  0.104
H26 -6.19140 0.21404 -1.91763  0.100
H27 -4.28803 1.33987 -1.24419  0.110
H28 -3.18813 0.04589 -1.64426  0.115
H29 -3.05710 1.72157 -3.47355  0.117
H30 -4.89431 1.77962 -3.47513  0.120
H31 -3.07102 -0.48774 -4.47157  0.103
H32 -4.49979 0.28300 -5.29148  0.099
O9 -3.56964 4.27408 -12.58320  -0.352
S5 -3.82405 4.85801 -11.25424  0.715
O10 -5.00073 4.46867 -10.47312  -0.345
C17 -2.26075 4.71006 -10.30363  -0.253
C18 -1.52312 5.97214 -10.50365  -0.252
C19 -2.55676 7.10490 -10.39715  -0.182
C20 -3.73171 6.69464 -11.38122  -0.192
H33 -1.92284 3.70615 -10.56066  0.109
H34 -2.57727 4.69790 -9.26067  0.102
H35 -0.64674 6.07402 -9.86360  0.121
H36 -1.16956 5.87782 -11.53039  0.120
H37 -2.07052 7.99516 -10.79601  0.106
H38 -2.83182 7.36606 -9.37527  0.115
H39 -3.76553 6.93837 -12.44308  0.099
H40 -4.67160 7.07974 -10.98573  0.089
C21 -14.09697 -0.30448 -1.73529  -0.013
C22 -15.56162 -0.76216 -1.38622  -0.478
C23 -15.70415 -1.72588 -0.21015  -0.033
O11 -16.54371 -0.49966 -2.01352  0.071
H41 -14.09404 0.65610 -2.25044  0.076
H42 -13.56765 -1.03420 -2.34800  0.080
H43 -13.50631 -0.28959 -0.81933  0.062
H44 -15.53631 -2.72193 -0.61982  0.087
H45 -16.72117 -1.76561 0.17995  0.078
H46 -15.02661 -1.42949 0.59060  0.070
C24 -2.53625 9.09505 -2.73110  -0.024
C25 -2.59553 10.00892 -3.97081  -0.494
C26 -1.26856 10.53887 -4.51123  -0.025
O12 -3.64394 10.31762 -4.46960  0.069
H47 -3.52886 8.66816 -2.58755  0.075
H48 -2.47039 9.73922 -1.85428  0.082
H49 -1.77381 8.31613 -2.72283  0.076
H50 -0.70618 9.67475 -4.86496  0.081
H51 -0.75969 11.16025 -3.77431  0.083
H52 -1.51184 11.20606 -5.33813  0.077
C27 -9.20973 7.71750 -6.07010  -0.058
C28 -10.32994 6.74238 -6.24353  -0.296
N1 -11.14438 6.01453 -6.29926  0.126
H53 -9.20376 8.58830 -6.72567  0.077
H54 -8.30127 7.11706 -6.11778  0.076
H55 -9.30605 8.18555 -5.09042  0.076
C29 -18.08028 3.28243 -6.71768  -0.078
C30 -17.96816 2.12678 -7.61714  -0.278
N2 -17.83435 1.21593 -8.31747  0.120
H56 -19.00791 3.18233 -6.15413  0.076
H57 -18.21837 4.24696 -7.20626  0.079
H58 -17.21939 3.27631 -6.04917  0.081
C31 -14.83044 7.86334 -1.82064  -0.078
C32 -13.96391 8.94458 -1.40071  -0.296
N3 -13.27671 9.83141 -1.13821  0.125
H59 -15.58649 7.79051 -1.03886  0.080
H60 -14.27336 6.93418 -1.94069  0.085
H61 -15.39738 8.10991 -2.71835  0.083
C33 -12.02791 4.35307 1.80258  -0.059
C34 -10.92039 4.55391 0.78504  -0.275
N4 -10.11135 4.67315 0.01531  0.118
H62 -11.73516 4.05564 2.80953  0.074
H63 -12.69277 3.59197 1.39419  0.071
H64 -12.52446 5.32040 1.87880  0.071

Forces on the atoms, in the same order (eV/Å):
2.5 -0.2 -1.9
-1.9 1.4 0.4
-0.8 -1.7 0.9
-0.7 -0.3 -0.2
0.4 1.3 -0.7
-0.2 -0.1 -0.7
-0.5 -0.2 0.3
0.0 0.1 -0.1
0.0 -0.2 -0.1
0.2 0.0 0.5
0.1 0.1 0.7
-0.3 -0.1 0.1
0.5 -0.2 0.3
0.1 -0.2 0.3
0.6 0.3 0.2
0.5 -0.4 -0.2
-1.8 1.2 2.6
-0.1 0.7 -1.3
1.3 -0.7 -0.4
-0.9 -0.8 -0.4
1.3 0.3 -1.2
-0.2 -2.0 -0.8
0.1 0.0 0.6
-0.3 0.9 0.1
0.1 0.9 -0.2
0.8 0.0 0.4
-0.1 -0.2 -0.1
-0.5 0.0 0.2
0.1 0.3 0.9
-0.3 0.0 -0.1
0.4 -1.2 0.5
0.7 0.4 -1.7
-0.1 -0.1 0.0
0.3 -0.5 0.8
0.6 0.5 0.9
0.1 1.0 -1.4
-0.5 -0.3 0.6
0.0 0.3 0.3
0.0 -0.4 0.0
-0.3 0.0 -0.4
-0.4 -0.2 0.1
0.2 -0.1 -0.3
-0.3 -0.2 -0.3
-0.3 0.1 0.0
-0.6 0.8 0.9
-1.4 1.3 -0.8
1.4 0.0 2.0
0.7 -0.3 -0.5
-0.6 0.2 -0.2
0.1 0.0 0.6
-0.1 -0.8 1.6
-1.1 -0.6 -0.8
0.9 -0.2 0.0
-0.2 0.1 -0.8
0.1 0.0 0.0
0.1 -0.1 -0.3
-0.3 0.3 -0.2
0.3 0.3 -0.5
-0.2 0.0 -0.1
0.3 -0.2 -0.2
-0.5 0.7 1.6
0.0 0.1 -0.7
1.4 0.2 -0.8
-2.2 -1.3 1.4
0.5 -0.1 -1.1
0.5 0.2 -2.2
-0.6 -0.3 1.7
0.7 0.4 -0.2
-0.2 -0.4 0.2
-0.2 0.0 0.1
0.3 0.7 -0.2
-0.1 0.2 0.0
-0.5 -0.5 -0.1
1.0 0.1 0.1
-0.1 -0.2 0.1
-1.0 -0.3 0.5
1.0 -0.9 0.5
0.0 0.5 -0.1
-0.2 0.9 -0.9
0.0 -0.1 0.1
-0.4 -0.2 -0.3
-0.1 0.4 0.1
0.5 -0.1 0.3
0.0 0.4 -0.2
0.2 -0.5 0.0
-1.0 0.5 -0.2
0.8 -0.3 0.7
-1.1 0.2 -0.2
-0.3 0.0 -0.1
0.0 -0.3 -0.3
0.6 0.1 0.1
0.1 0.3 -0.1
0.4 0.2 0.2
0.3 -0.5 0.2
0.1 -0.2 -0.2
-0.7 -0.5 0.4
6.5 6.5 0.5
-6.0 -5.4 -0.5
-0.1 -0.6 -0.6
0.2 0.5 -0.1
0.1 -0.4 0.2
-0.5 -0.3 0.1
0.2 -0.4 -0.8
-0.2 0.9 0.8
0.1 -0.3 0.3
0.5 -0.2 -0.4
-0.1 0.2 0.0
-0.6 0.0 0.4
0.8 0.9 -0.4
-0.4 -0.5 0.0
0.0 -0.5 0.1
-0.2 0.1 0.0
0.4 0.0 -0.2
0.7 0.5 -1.2
-3.1 -0.9 3.7
2.3 0.4 -2.3
0.5 0.0 -0.3
-0.1 0.2 0.1
-0.3 -0.2 0.0

ΔE to the lowest compared entry with this formula, charge and spin (kJ/mol): 146.0
SMILES: O=S1(=O)CCCC1.O=S1(=O)CCCC1.O=S1(=O)CCCC1.O=S1(=O)CCCC1.O=S1(=O)CCCC1.CC(C)=O.CC(C)=O.CC#N.CC#N.CC#N.CC#N
E_tot (Eh): -4446.501300
Lowest unoccupied orbital energy (eV): 0.1
Gap between HOMO and LUMO (eV): 9.686